A cluster of 10 separate species, C38H74F30N10O24S10 in total at a distorted geometry, computed with ωB97M-V/def2-TZVPD.

Structure (XYZ):
```
186
Properties=species:S:1:pos:R:3:forces:R:3:mulliken_charge:R:1
C -14.302213 16.995746 -17.114638 0.2422 1.1239 0.5966 -0.747
N -14.664756 18.402006 -16.711871 -0.9111 0.8470 0.1435 0.815
C -15.979077 18.439300 -15.962685 0.8876 -0.9326 0.1196 -0.641
C -13.588055 18.980657 -15.837184 0.1252 -0.3716 0.1571 -0.230
C -14.875959 19.198671 -17.995830 1.1833 -1.2223 -0.0968 -1.247
C -15.191321 20.660484 -17.889550 0.2124 0.5068 0.4141 0.915
O -14.036308 21.459695 -17.870553 0.0087 -0.0510 0.3485 -0.622
H -14.248897 16.425232 -16.192348 -0.1081 -0.2708 -0.1819 0.056
H -13.312211 17.098842 -17.554285 -0.0005 -0.3977 -0.1057 0.459
H -15.030132 16.644115 -17.839453 -0.0129 -0.2131 0.1447 0.379
H -16.732495 18.188356 -16.706020 -0.2785 0.0862 0.2365 0.565
H -16.115997 19.409609 -15.494957 -0.0657 0.0190 -0.1539 -0.072
H -15.925301 17.679344 -15.181274 -0.1450 0.0660 0.0434 -0.017
H -13.365386 18.284942 -15.025415 -0.3715 0.0245 0.1197 0.069
H -13.949201 19.930274 -15.451956 0.1744 0.0784 -0.0677 -0.243
H -12.645341 19.090365 -16.370807 -0.2434 0.2036 -0.3666 0.378
H -15.648866 18.640956 -18.524792 -0.0800 0.1468 -0.0285 0.492
H -13.922669 18.994375 -18.488195 -0.1332 0.5856 -0.5181 0.477
H -15.765785 20.829600 -16.972508 -0.2814 0.0988 -0.2057 -0.693
H -15.794910 20.961277 -18.748964 -0.2565 -0.3109 0.0079 0.407
H -14.165465 22.173511 -17.185239 0.5421 -0.5428 -0.5460 0.661
C -18.334925 21.838862 -13.814142 -0.3354 -0.4990 -0.3052 -0.468
N -19.538527 21.176220 -14.426724 -1.3939 0.6310 1.0621 0.727
C -20.669378 21.365028 -13.413986 0.4400 -0.6835 -0.7554 -0.992
C -19.958633 21.928022 -15.665630 1.1523 -0.4096 0.0670 -0.855
C -19.383025 19.726222 -14.787201 0.7856 0.1601 0.2835 -0.897
C -19.050621 18.740910 -13.656813 -0.1303 -0.2321 -0.2350 -0.382
O -17.749323 19.003410 -13.194245 0.0874 -0.0879 0.4882 1.298
H -17.506833 21.684181 -14.502464 -0.3056 -0.2388 0.9465 -0.427
H -18.183327 21.432714 -12.821120 0.0322 0.0658 0.0233 0.135
H -18.584536 22.895901 -13.813924 0.3180 0.0213 0.3480 0.852
H -20.386255 20.900549 -12.473601 0.0897 0.1897 0.0290 0.319
H -21.546946 20.858177 -13.811728 -0.1270 0.1282 0.0253 0.398
H -20.831013 22.433849 -13.316987 -0.0224 -0.0360 0.1602 0.395
H -19.927852 22.998240 -15.478851 -0.2689 -0.0543 0.2151 0.335
H -20.930783 21.569131 -15.989582 -0.0155 0.0763 -0.0263 0.433
H -19.176103 21.733035 -16.399387 -0.2175 -0.0208 -0.1953 0.252
H -18.486217 19.632453 -15.402690 -0.1093 0.4678 -0.3037 -0.045
H -20.249146 19.547907 -15.421244 -0.1050 -0.7435 0.3421 0.618
H -19.014559 17.753149 -14.134843 -0.5660 0.0126 -0.0681 0.164
H -19.742143 18.695416 -12.809470 -0.2927 0.1515 -0.2630 0.442
H -17.547106 18.256108 -12.559730 -0.0233 0.8478 -0.7031 -0.552
C -11.447438 26.706510 -9.640138 -1.6397 0.4247 1.0886 -1.570
N -12.109678 26.898935 -8.295257 0.6116 1.8414 -0.4291 0.304
C -11.202255 27.843416 -7.512616 -0.9920 -0.8873 0.3314 -1.059
C -13.415746 27.624414 -8.440978 -0.0900 -0.7303 1.2920 -0.823
C -12.248293 25.596185 -7.515724 -0.8720 0.8247 1.5221 -0.476
C -13.574395 24.910770 -7.764810 0.0449 -1.5080 -0.4681 -0.621
O -13.560472 24.546763 -9.133113 -0.5750 0.8887 -0.1326 0.749
H -11.239362 27.671838 -10.093463 0.1214 0.1326 0.2056 0.460
H -12.122746 26.159287 -10.296368 -0.0500 -0.0974 0.1291 0.008
H -10.571675 26.090473 -9.459887 -1.9801 2.8497 1.0435 0.865
H -10.249893 27.343176 -7.365499 0.0588 0.1601 0.1310 0.338
H -11.754657 27.996014 -6.586137 0.4799 0.0334 0.2844 0.526
H -11.106777 28.816165 -7.985810 0.0937 -0.2505 -0.4383 0.316
H -13.901735 27.524456 -7.467714 -0.3321 -0.2730 -0.1876 0.428
H -13.966275 27.109850 -9.221707 -0.2253 0.5043 -0.0301 0.103
H -13.292939 28.703270 -8.487018 0.3458 -0.1037 -0.9680 0.380
H -12.153958 25.868665 -6.464440 -0.2437 0.1469 0.0895 0.312
H -11.431517 24.918923 -7.754497 -1.0371 1.6905 1.3821 0.347
H -14.459637 25.435453 -7.395231 0.0412 0.4696 -0.5029 0.355
H -13.648256 23.948023 -7.245207 0.5837 0.1970 0.7113 0.500
H -14.466836 24.323634 -9.462044 0.4682 0.4034 0.2364 -0.637
C -15.415927 21.252548 -12.084981 -0.6436 0.2159 0.2234 0.639
N -14.126720 21.081955 -11.338975 0.2427 -1.6851 -1.4171 1.521
C -13.087824 20.969976 -12.397502 1.6780 0.8426 -0.6759 0.247
C -13.911400 22.229702 -10.434587 0.5369 0.2467 -0.1631 -0.890
C -14.153059 19.785497 -10.526648 0.7116 -0.4195 -0.2361 -1.036
C -13.956528 18.501743 -11.370440 -0.4599 0.2322 0.5583 0.531
O -14.926778 18.371087 -12.374667 0.0115 0.1082 -0.8360 1.439
H -15.477433 22.199858 -12.622086 0.4939 0.2502 0.4656 -1.291
H -16.171875 21.215258 -11.301197 -0.2664 -0.1905 -0.6299 -0.001
H -15.538781 20.489285 -12.847202 0.0470 -0.3815 0.5125 0.389
H -12.869174 21.944125 -12.834651 -0.5413 0.1871 0.2961 -0.466
H -13.326976 20.327530 -13.240668 -0.6293 -0.3473 0.4597 0.278
H -12.111537 20.661366 -12.025342 -0.2590 -0.2315 0.4658 -0.146
H -14.637270 22.127764 -9.630044 1.1103 0.0625 -0.4646 1.424
H -14.152612 23.120082 -11.015138 0.4895 -0.2187 -0.0030 -0.396
H -12.898788 22.257087 -10.045545 0.0386 -0.2302 -0.3562 0.099
H -15.038890 19.798735 -9.894228 -0.1634 -0.0390 -0.2903 0.511
H -13.278601 19.802450 -9.874370 -0.0283 0.4121 0.0473 0.272
H -13.990982 17.627121 -10.713535 -0.0428 0.1907 0.3162 -0.024
H -12.955214 18.490325 -11.802155 -0.1508 0.0831 -0.2288 -0.028
H -15.656103 17.776353 -12.135092 0.5293 0.1391 0.2564 -0.843
C -7.578583 15.265511 -9.042312 -0.4564 0.3064 -0.5500 -1.318
C -8.724320 14.345712 -8.654277 -0.2300 -0.1669 0.8073 -0.422
C -10.071558 15.066282 -8.743943 0.3961 0.5639 -0.2456 -0.246
N -11.287006 14.174592 -8.753019 0.3870 0.5848 -1.3949 0.737
C -11.317915 13.267431 -7.562971 -0.2975 -0.1639 -0.6220 -1.044
C -11.342398 13.378295 -10.078358 -0.5727 -1.6909 0.6984 -0.443
C -12.799802 12.924624 -10.159024 0.3966 0.2939 -1.0402 -0.763
C -13.520473 14.196721 -9.749074 -0.9436 -0.0417 1.7477 1.189
C -12.550459 14.982208 -8.874196 -0.1425 1.1403 0.1800 -0.604
H -7.650187 16.223791 -8.528399 0.3132 -0.0751 0.1390 0.266
H -7.686704 15.476260 -10.109555 0.0987 0.1374 0.0050 0.287
H -6.605981 14.795949 -8.917006 -0.0229 0.0571 0.2824 0.442
H -8.638342 14.018598 -7.613890 0.3631 -0.1983 -0.0720 0.392
H -8.643806 13.467359 -9.296752 -0.4290 -0.0448 0.0195 0.221
H -10.052605 15.726345 -9.613497 -0.5336 -0.5631 -0.4507 -0.198
H -10.210083 15.796451 -7.942831 0.1217 -0.3524 0.4127 0.660
H -10.458502 12.603279 -7.594549 0.0743 0.1329 0.0634 0.337
H -12.217573 12.660432 -7.634880 -0.0217 0.0623 0.0479 0.447
H -11.354433 13.845718 -6.643804 0.1518 0.1550 -0.0951 0.314
H -10.646176 12.549512 -9.965182 0.1540 0.1275 -0.2634 0.529
H -11.176546 13.934468 -10.996468 0.6465 0.7528 0.3801 0.073
H -13.011372 12.026390 -9.580080 -0.1275 0.2528 0.3245 0.342
H -13.062273 12.678073 -11.188428 0.2450 -0.0145 -0.0499 0.447
H -14.347192 13.945023 -9.082212 -0.3629 0.0356 -0.4547 0.370
H -13.898668 14.863865 -10.517060 0.0728 -0.5019 -0.4103 -0.970
H -12.972244 15.266251 -7.908843 0.2809 -0.4805 0.2511 0.274
H -12.308586 15.950446 -9.316072 0.3674 -0.2201 -0.2709 -0.176
C -9.349260 17.431955 -15.008800 -1.3514 -1.2016 -0.2580 0.368
F -9.993422 17.851142 -16.101752 -0.3347 0.5121 -0.2057 -0.211
F -8.512257 16.496090 -15.419515 0.9044 0.0313 0.2477 -0.212
F -8.762321 18.442667 -14.433528 0.3488 0.0525 0.2729 -0.096
S -10.606124 16.595925 -13.880399 0.4114 -0.0382 0.5876 1.189
O -9.898889 16.047535 -12.732624 -0.1137 0.4136 -0.9685 -0.641
O -11.589743 17.607892 -13.551962 0.3440 -0.2597 -0.9323 -0.420
N -11.084339 15.375886 -14.945067 -0.1004 2.1693 1.2511 -0.751
S -11.948006 14.454687 -14.013591 0.2468 -2.6814 1.9146 1.001
O -11.180674 13.381654 -13.394381 -0.2501 0.2109 -0.4918 -0.741
O -12.813947 15.110908 -13.054809 -0.3308 0.1245 -0.8618 -0.293
C -12.987140 13.456427 -15.201693 0.0601 -0.3190 1.2279 0.374
F -13.882705 12.740741 -14.486852 0.4946 0.3093 -0.1948 -0.225
F -13.667976 14.230102 -16.018154 -0.3524 0.3734 -0.9129 -0.190
F -12.227335 12.601217 -15.879828 -0.1614 0.2829 -0.1929 -0.214
C -18.404280 14.726240 -13.319019 1.9838 -1.1486 1.0758 0.428
F -18.544153 15.252789 -14.515896 -0.4655 0.5338 -0.3687 -0.204
F -19.439066 14.941370 -12.550613 -0.5325 0.3975 -0.1248 -0.185
F -18.238130 13.401907 -13.466281 -0.1632 0.3208 -0.0191 -0.220
S -16.735973 15.364389 -12.554780 1.0719 -0.4636 -2.2196 0.572
O -16.146239 14.322774 -11.742193 -1.1466 1.0865 -0.1611 -0.519
O -15.962019 15.697052 -13.737083 -1.0647 0.4846 0.7016 -0.582
N -17.194519 16.778120 -11.765395 0.7650 -2.0950 -1.4875 -0.740
S -17.324007 16.332571 -10.272159 -1.7336 -0.5132 4.2388 0.879
O -18.261663 15.234388 -10.056855 1.0204 1.0964 -0.3435 -0.678
O -16.077721 16.328440 -9.537968 -0.4115 0.1086 -0.4994 -0.614
C -18.254379 17.802830 -9.524564 0.5364 0.3228 -0.7808 0.428
F -17.436044 18.860954 -9.443416 0.0188 -0.0593 -0.0370 -0.183
F -19.304630 18.173662 -10.276400 0.0198 -0.2296 -0.0735 -0.230
F -18.687788 17.515545 -8.315444 0.0129 -0.3019 0.1646 -0.236
C -9.944403 24.151359 -9.702004 1.7914 -3.6537 -1.3549 0.666
F -9.765394 25.336373 -10.242224 3.1401 -1.9940 -2.3287 -0.131
F -8.821519 23.805072 -9.064765 -0.4771 0.5156 0.3995 -0.241
F -10.968658 24.148670 -8.860093 1.3389 -1.8368 -1.9617 -0.238
S -10.182934 22.847309 -11.047655 -1.0204 -1.2946 -2.0266 0.724
O -11.288643 23.314211 -11.871900 0.3292 -0.1061 2.0137 -0.448
O -8.961268 22.737173 -11.814375 -0.2960 0.4082 1.5374 -0.568
N -10.574476 21.469600 -10.139792 -0.0175 3.1167 -1.0951 -0.030
S -9.411658 20.436638 -10.353835 1.6684 -1.9829 -0.6224 0.641
O -9.348237 19.905592 -11.695574 -0.3468 -0.1257 0.6168 -0.515
O -8.159380 20.802794 -9.741701 -0.4528 -0.3000 0.2936 -0.624
C -10.077495 18.985782 -9.298677 0.4171 2.0366 -0.2155 0.499
F -9.264497 17.952006 -9.368435 0.2909 -0.3761 -0.2145 -0.140
F -10.101614 19.396302 -8.017048 -0.4775 -0.3513 -0.1079 -0.276
F -11.295042 18.607663 -9.693872 -0.0384 -0.1524 0.2787 -0.190
C -17.523825 23.830928 -7.836768 -0.0700 0.3146 -1.0287 0.524
F -18.822165 23.760544 -7.619023 -0.1809 -0.4386 -0.1499 -0.200
F -17.213193 25.132713 -7.824973 0.4702 -0.3109 0.2417 -0.191
F -16.885117 23.164914 -6.894815 0.3293 0.1741 0.4653 -0.213
S -17.031420 23.053302 -9.523966 0.6878 -0.9168 0.5593 1.102
O -16.209881 21.880743 -9.260426 -1.8993 0.9827 1.3510 -0.788
O -18.289646 22.743021 -10.148260 0.4707 0.7776 -0.2177 -0.591
N -15.999785 24.210453 -10.175445 -2.2930 -1.8607 1.2831 -0.488
S -16.790361 24.850504 -11.368305 -0.8481 2.4996 -3.3267 0.491
O -16.853781 24.037198 -12.568725 0.2284 0.1332 1.0449 -0.106
O -18.030099 25.501676 -10.999139 0.7568 -0.1304 0.2462 -0.738
C -15.606199 26.275591 -11.918147 -0.4341 -1.1901 -0.4732 0.422
F -16.162345 26.851828 -12.975104 -0.1995 0.0299 0.2999 -0.229
F -15.445736 27.186060 -10.961282 -0.0336 0.3265 0.5097 -0.304
F -14.417662 25.817962 -12.282213 -0.2596 0.5282 0.9582 -0.127
C -16.248317 24.155604 -17.864744 0.8821 1.8615 2.2218 0.584
F -17.032716 25.228840 -17.902745 -0.7674 -0.0643 -0.1817 -0.221
F -16.794256 23.186296 -18.555133 0.1018 -0.4797 -0.3013 -0.192
F -15.073749 24.558744 -18.325585 0.0566 -0.6725 -0.8403 -0.183
S -15.957143 23.792918 -15.975372 -0.3954 0.1471 -0.2529 0.207
O -16.316815 24.973309 -15.213644 0.8125 -1.0223 -1.3707 -0.557
O -16.830332 22.657295 -15.700061 1.4445 0.2958 -1.5961 -0.418
N -14.344571 23.368658 -16.048394 -2.9663 0.3609 0.3530 -0.695
S -13.567025 24.328793 -15.060839 0.8572 2.1328 1.1263 0.850
O -13.611083 25.720263 -15.444737 0.5941 -0.6922 -0.2918 -0.820
O -13.893279 24.090603 -13.681348 0.7134 -1.3664 -0.5532 -0.119
C -11.815775 23.731292 -15.363784 -0.2557 0.1820 -0.4467 0.538
F -11.345725 24.153122 -16.541203 -0.2936 0.0481 0.0272 -0.269
F -11.022284 24.196221 -14.418476 -0.1289 -0.0697 0.0675 -0.219
F -11.804263 22.399825 -15.381370 0.1185 -0.2570 0.2885 -0.125
```
Positions in Å, forces in eV/Å.

HOMO energy, eV: -8.984
Spin multiplicity: 1
Orbital gap, hartree: 0.3260
Electronic energy, Eh: -10823.03858